Formula: C63H62BiN6Sb2
Source: the OMol25 dataset
Level of theory: ωB97M-V/def2-TZVPD

Summary:
- Net charge: +1
- Spin multiplicity: 1
- Frontier orbital gap: 0.245 hartree
- Energy above the lowest of the compared OMol25 structures with the same formula, charge and spin: 56.0 kJ/mol
- HOMO level: -0.367 Eh

Each line ends with the Mulliken charge.
Atoms and positions in Å:
C 3.475 -5.591 -0.504  -0.741
H -4.521 4.617 1.105  0.443
C 2.025 3.695 -4.068  -1.527
C -0.219 -3.703 1.213  -1.287
C -6.307 -6.749 0.329  -0.474
H 2.153 7.685 1.983  0.346
C 2.501 4.022 -1.644  -0.804
C 0.950 -2.916 -1.893  0.167
N 2.204 -0.744 2.780  -0.213
C -5.109 -6.553 -0.347  -0.776
H 1.344 1.702 -2.311  0.330
C 2.914 -7.923 -0.688  -0.481
C 1.582 -7.616 -0.443  -0.884
H -0.011 -4.700 1.603  0.757
Sb 1.628 -3.221 0.132  0.789
H 3.151 3.265 5.584  0.452
H -2.215 2.143 -1.497  0.495
H 2.739 2.866 -4.112  0.386
C -1.079 0.490 3.002  -0.701
H -3.614 -5.146 -0.954  0.533
H 0.309 2.432 -4.417  0.599
C 0.643 -1.907 5.115  -0.359
C 0.651 2.558 -2.299  -2.209
H -6.766 -7.729 0.345  0.390
C 1.865 2.945 2.453  0.573
H -1.365 4.035 -3.526  0.409
C 1.502 5.895 -2.968  -1.222
C -1.878 -0.619 5.207  -0.291
H 3.232 5.341 4.403  0.322
H -3.875 3.933 -1.223  0.521
H 1.607 -2.396 5.064  0.584
H -4.072 -1.481 -5.804  0.396
H -2.839 -0.120 5.229  0.551
H -0.941 4.292 -1.118  -0.217
H 1.776 5.643 0.434  0.553
H 1.819 6.597 -2.191  0.508
H -0.213 -3.033 2.075  0.018
H -4.627 -7.385 -0.846  0.405
C 2.781 4.870 3.536  -0.986
C 3.551 0.748 -0.209  -0.068
C -0.254 -2.153 6.148  -0.781
C -3.455 3.444 -0.356  -0.824
C 3.054 -0.206 1.842  -0.407
H 3.134 3.132 -1.701  0.055
H 3.770 7.157 1.528  0.322
C -6.917 -5.683 0.974  -0.545
C -2.523 2.450 -0.508  -0.464
H -0.334 4.828 -4.722  0.571
C -5.144 -4.210 0.240  -0.165
H 4.896 -7.141 -0.929  0.396
C 2.608 2.703 4.826  -1.369
C 1.960 4.999 1.277  -0.304
H 3.166 1.791 4.604  0.231
C 2.413 3.533 3.582  0.110
C -3.226 -1.202 -2.541  0.261
H 3.474 5.070 -3.253  0.316
H -3.607 3.294 3.021  0.586
N 2.641 0.291 0.666  0.933
N 1.083 2.947 0.140  -0.178
H 2.956 4.678 -0.911  0.804
H 5.587 1.163 -0.687  0.558
H -0.168 -4.736 -2.150  0.339
H 1.695 -0.749 -4.410  0.511
H 0.840 -8.405 -0.410  0.412
H -0.677 -4.312 -4.522  0.414
C 0.481 -2.510 -4.615  -0.599
C -4.034 -1.702 -4.745  -0.549
Bi 0.357 0.913 0.152  1.809
C 0.085 5.393 -2.672  0.083
C -2.455 -2.490 1.003  -1.138
C 2.471 4.709 -3.013  0.106
C -0.065 -3.611 -3.968  -0.757
N 0.091 0.339 2.252  0.592
H -2.160 -1.717 7.024  0.462
H 1.513 6.431 -3.921  0.520
H 2.066 -1.083 -1.988  0.395
Sb -4.427 -2.190 0.120  0.847
C 0.631 3.191 -3.698  0.387
C 4.417 -0.220 2.165  -0.826
C -0.343 4.371 -3.729  -1.394
H -6.821 -3.591 1.435  0.363
C 1.247 -1.598 -3.906  -0.603
C -4.756 -3.013 -2.857  -0.148
H 0.013 -2.859 6.924  0.493
C -0.985 -0.388 4.179  0.741
H 1.624 1.902 2.520  -0.016
C 2.560 5.602 2.379  -0.389
H 4.224 -4.807 -0.530  0.349
H 1.643 2.408 5.245  0.258
C 4.897 0.775 0.049  -1.191
H -5.345 -3.392 -4.885  0.421
H -2.599 -0.613 -1.885  0.310
H -2.661 -0.113 -4.305  0.470
C -3.310 3.102 2.000  -0.957
N -1.955 1.794 0.525  0.432
H -1.906 -1.561 0.822  -0.195
C -3.821 3.808 0.939  -0.637
H -0.357 2.177 -2.091  -0.471
C -6.337 -4.421 0.932  -0.641
H 6.387 0.325 1.537  0.450
C 3.857 -6.907 -0.730  -0.599
C 5.336 0.296 1.282  -0.723
H -1.564 -3.684 -0.538  -0.197
C 1.199 -6.298 -0.228  0.182
H 0.318 -2.369 -5.676  0.413
C -4.757 -2.765 -4.226  -0.857
H 0.202 5.461 -0.515  0.647
H 3.213 -8.952 -0.841  0.378
C 2.986 7.044 2.280  -1.651
C 1.618 3.637 1.261  1.271
C 1.079 3.578 -1.220  2.021
C 0.046 4.723 -1.296  -0.739
H 0.152 -6.082 -0.044  0.316
C -4.002 -2.220 -1.993  -0.390
H -2.140 -4.596 0.854  0.375
C 0.250 -1.012 4.139  -0.032
H 3.158 1.109 -1.152  0.259
C 2.143 -5.274 -0.243  0.363
C 1.458 -1.792 -2.546  -0.447
H 3.376 7.405 3.231  0.404
H 1.997 4.158 -5.057  0.560
C -3.247 -0.931 -3.900  -0.634
H -2.648 -2.545 2.078  0.447
H 4.696 -0.634 3.123  0.629
C -1.492 -1.514 6.198  -0.720
C 0.193 -3.829 -2.622  -0.166
C 0.963 -0.501 2.956  0.038
C -2.389 2.069 1.771  -0.080
C -1.621 -3.684 0.552  0.894
C -4.534 -5.290 -0.397  0.188
H -0.607 6.239 -2.676  0.386
N -2.066 1.282 2.846  -0.393
H -7.853 -5.827 1.500  0.393
H -5.365 -3.815 -2.460  0.417

=====

Formula: C4H9NO2
Source: the OMol25 dataset
Level of theory: ωB97M-V/def2-TZVPD

Summary:
- Spin multiplicity: 1
- Frontier orbital gap: 0.379 hartree
- Energy above the lowest of the compared OMol25 structures with the same formula, charge and spin: 398.9 kJ/mol
- HOMO level: -0.354 Eh

Each line ends with the Mulliken charge.
Atoms and positions in Å:
H -2.514 -0.496 0.308  0.357
O -0.301 1.572 -0.230  -0.801
H 3.205 0.919 0.522  0.233
H -1.463 0.894 -0.329  0.212
N 2.227 0.680 0.522  -0.349
C 0.374 -0.776 -0.063  -0.570
O 2.682 -1.409 -0.261  -0.616
H -1.967 -1.077 -1.287  0.416
C -0.332 0.358 -0.786  0.478
H -2.930 0.402 -1.206  0.384
C 1.889 -0.540 0.033  0.288
H -0.025 -0.837 0.955  0.313
C -2.168 -0.192 -0.686  -1.252
H -0.237 0.308 -1.884  0.342
H 0.234 -1.732 -0.570  0.320
H 1.520 1.408 0.538  0.243

=====

Formula: C4H5NO
Source: the OMol25 dataset
Level of theory: ωB97M-V/def2-TZVPD

Summary:
- SMILES: C/N=C1/CC1=O
- Spin multiplicity: 1
- Frontier orbital gap: 0.315 hartree
- Energy above the lowest of the compared OMol25 structures with the same formula, charge and spin: 342.5 kJ/mol
- HOMO level: -0.330 Eh

Each line ends with the Mulliken charge.
Atoms and positions in Å:
C 1.609 -0.039 -0.002  -0.828
N 0.368 0.509 -0.290  -0.471
C -0.716 -0.081 -0.059  0.426
H 1.682 -0.898 0.549  0.391
C -1.593 -0.945 0.697  0.489
H 2.312 0.758 0.259  0.280
H -2.887 0.051 -0.928  0.286
H -2.329 1.015 0.590  0.184
O -1.647 -1.921 1.401  -0.484
H 1.983 -0.355 -0.969  0.319
C -2.182 0.165 -0.110  -0.591

=====

Formula: C8H12O2
Source: the OMol25 dataset
Level of theory: ωB97M-V/def2-TZVPD

Summary:
- Net charge: +1
- Spin multiplicity: 2
- ⟨S²⟩: 0.766
- Frontier orbital gap (spin up / spin down): 0.358 / 0.216 hartree
- Energy above the lowest of the compared OMol25 structures with the same formula, charge and spin: 110.0 kJ/mol
- HOMO level (spin up / spin down): -0.498 / -0.498 Eh

Each line ends with the Mulliken charge.
Atoms and positions in Å:
H 2.361 1.145 -0.221  0.322
C -0.153 0.236 3.036  -0.413
C -0.388 0.827 -3.795  -0.618
H -0.096 -0.881 -0.761  0.146
H -1.028 1.670 -3.611  0.256
C 2.120 0.071 -0.009  -1.007
C -1.299 -0.284 2.467  0.687
C -1.296 -0.720 1.122  -0.348
H -2.341 -0.942 0.761  0.382
H 1.913 0.732 2.746  0.360
C 0.959 0.401 2.247  -0.244
O -0.452 -0.074 -2.702  -0.493
H -2.888 -1.384 2.937  0.406
C -0.180 -0.559 0.316  -0.408
H 1.728 -0.143 -1.142  0.244
H 0.653 1.203 -3.970  0.252
H -0.506 -1.085 -3.051  0.327
H 3.056 -0.436 0.222  0.355
O -2.493 -0.448 3.135  -0.479
H -0.652 0.362 -4.777  0.261
H -0.014 0.318 4.157  0.365
C 0.995 -0.010 0.891  0.645